(1)
A single C14H11N5O2 molecule at a distorted geometry. Source: the Open Molecules 2025 dataset; level of theory: ωB97M-V/def2-TZVPD.

Summary:
- Energy relative to the best compared isomer or geometry (same formula, charge and spin): 0.0 kcal/mol
- Net charge: 0
- SMILES: NC(=O)c1ccc(Oc2ccc3ncnc(N)c3n2)cc1
- Energy: -26242.4820 eV

CARTESIAN COORDINATES (ANGSTROEM)
1 O 4.8623 1.1106 1.9530
2 N -3.0219 -3.1201 1.2699
3 N -1.0538 -0.5795 -0.4810
4 N -4.0761 -2.6918 -0.8390
5 O -0.1583 0.9698 -2.1508
6 C 3.9644 1.9472 1.7257
7 C -3.9529 -3.3585 0.3230
8 C -1.0679 0.0269 -1.7221
9 C 1.9413 0.3552 -1.1559
10 C 0.8640 2.3787 -0.5033
11 C 2.9599 0.6103 -0.1936
12 C 1.8669 2.6390 0.4647
13 C -2.0737 -0.2684 -2.5981
14 C 0.8672 1.2283 -1.2405
15 C 2.9097 1.7142 0.7059
16 C -2.1369 -2.1878 1.0110
17 C -3.0968 -1.1986 -2.3250
18 C -2.0506 -1.4912 -0.2060
19 C -3.1098 -1.8379 -1.0884
20 N 3.9324 3.0374 2.5176
21 N -1.2172 -2.0785 1.9945
22 H -4.7556 -4.0733 0.5002
23 H 1.9358 -0.5282 -1.7706
24 H 0.0782 3.0866 -0.7408
25 H 3.7893 -0.0789 -0.1510
26 H 1.7898 3.5686 0.9913
27 H -2.0860 0.1737 -3.5957
28 H -3.9271 -1.3822 -2.9975
29 H 4.4591 2.8698 3.3349
30 H 3.1105 3.5997 2.5191
31 H -1.2209 -2.8234 2.6657
32 H -0.3256 -1.6178 1.7830

Atomic partial charges in e from the Löwdin method, atoms 1 to 6: atom 1 (O): 0.025, atom 2 (N): 0.118, atom 3 (N): 0.208, atom 4 (N): 0.100, atom 5 (O): 0.046, atom 6 (C): -0.486

---

(2)
A single C4H6N4 molecule at a distorted geometry. Source: the Open Molecules 2025 dataset; level of theory: ωB97M-V/def2-TZVPD.

Summary:
- Energy relative to the best compared isomer or geometry (same formula, charge and spin): 93.9 kcal/mol
- Net charge: 0
- SMILES: C=N/N=C\C=N/N=C
- Energy: -10201.8665 eV

CARTESIAN COORDINATES (ANGSTROEM)
1 C -0.7649 -2.4118 1.5833
2 C -0.7057 -0.3495 -0.7068
3 C 0.7533 -0.1882 -0.7342
4 C 0.7286 2.9012 -0.3645
5 H -0.1691 -3.2250 2.0266
6 H -1.4123 -1.7600 2.1855
7 H -1.2958 0.3783 -1.2667
8 H 1.3589 -1.0905 -0.5475
9 H 1.2795 2.7306 0.5772
10 H 0.1323 3.8022 -0.5898
11 N -0.6662 -2.3010 0.3292
12 N -1.3524 -1.3254 -0.2417
13 N 1.4391 0.8647 -0.9972
14 N 0.6748 1.9745 -1.2533

Atomic partial charges in e from the Löwdin method, atoms 1 to 6: atom 1 (C): -0.034, atom 2 (C): -0.152, atom 3 (C): -0.146, atom 4 (C): -0.034, atom 5 (H): 0.073, atom 6 (H): 0.080

---

(3)
A single C27H51BrNO4PS molecule at a distorted geometry. Source: the Open Molecules 2025 dataset; level of theory: ωB97M-V/def2-TZVPD.

Summary:
- Net charge: 0
- SMILES: CCCCCCCCCCCCCCCCCCCC[C@@]1(S)OC(=O)[C@H](P(O)Br)[C@H]1N(C)C(C)=O
- Energy: -128672.7368 eV

CARTESIAN COORDINATES (ANGSTROEM)
1 C -0.3545 2.1873 -0.3789
2 C -0.0744 3.4143 0.4919
3 C 1.2927 4.0391 0.2311
4 C 2.5148 3.3095 0.8219
5 C 2.3362 2.7026 2.2223
6 C 1.8394 1.2552 2.1935
7 C 2.4535 0.3692 3.2823
8 C 1.7569 -0.9834 3.2903
9 C 1.9617 -1.7935 2.0181
10 C 3.4078 -2.2185 1.7158
11 C 3.6028 -2.4500 0.2149
12 C 4.4630 -1.3648 -0.4689
13 C 3.6811 -0.1445 -1.0008
14 C 3.6256 -0.0510 -2.5175
15 C 2.7609 -1.1247 -3.1588
16 C 1.3530 -1.0194 -2.5843
17 C 0.2650 -1.7994 -3.3158
18 C -0.5277 -2.7497 -2.4211
19 C -1.0242 -2.1741 -1.0811
20 C -2.5382 -1.9223 -0.9614
21 C -3.0111 -0.4959 -1.0830
22 S -1.8848 0.5376 -2.1622
23 O -4.2663 -0.3849 -1.7557
24 C -4.5796 0.9829 -1.7057
25 O -5.0941 1.6015 -2.6284
26 C -4.2105 1.4371 -0.2929
27 P -3.6898 3.1873 0.0239
28 O -5.1791 3.8509 0.1924
29 Br -3.0138 4.0207 -1.9385
30 C -3.2278 0.3626 0.2045
31 N -3.7695 -0.2061 1.4354
32 C -2.7877 -0.9575 2.2286
33 C -5.0558 -0.8661 1.3301
34 C -5.1855 -2.2982 0.8729
35 O -6.0664 -0.2430 1.6529
36 H -1.3649 1.8471 -0.1615
37 H -0.3421 2.4852 -1.4225
38 H 0.3432 1.3801 -0.1904
39 H -0.2576 3.2021 1.5399
40 H -0.8233 4.1518 0.2094
41 H 1.4128 4.0362 -0.8515
42 H 1.2926 5.0864 0.5133
43 H 3.3088 4.0496 0.9050
44 H 2.8808 2.5778 0.1091
45 H 3.2687 2.7701 2.7721
46 H 1.5866 3.2925 2.7408
47 H 0.7602 1.2206 2.3168
48 H 2.0954 0.8202 1.2335
49 H 2.3375 0.8640 4.2438
50 H 3.5195 0.2817 3.0908
51 H 0.6902 -0.7671 3.3644
52 H 2.0149 -1.5593 4.1755
53 H 1.5452 -1.2414 1.1819
54 H 1.3963 -2.7164 2.1258
55 H 4.1383 -1.5048 2.0811
56 H 3.5763 -3.1402 2.2645
57 H 2.6295 -2.4820 -0.2647
58 H 4.0917 -3.4055 0.0456
59 H 5.1680 -0.9921 0.2655
60 H 4.9962 -1.8265 -1.2930
61 H 4.2099 0.7359 -0.6420
62 H 2.6938 -0.0978 -0.5507
63 H 4.6503 -0.0886 -2.8817
64 H 3.2410 0.9259 -2.8030
65 H 3.1645 -2.1192 -2.9840
66 H 2.7235 -0.9201 -4.2246
67 H 1.3890 -1.2758 -1.5311
68 H 1.0849 0.0370 -2.6207
69 H -0.3972 -1.1274 -3.8443
70 H 0.7367 -2.4071 -4.0873
71 H -1.3509 -3.1420 -3.0112
72 H 0.0962 -3.6100 -2.1954
73 H -0.7974 -2.9306 -0.3350
74 H -0.4521 -1.3053 -0.7809
75 H -3.0220 -2.4728 -1.7628
76 H -2.8759 -2.3716 -0.0410
77 H -0.8320 0.6974 -1.3484
78 H -5.1759 1.3935 0.2075
79 H -5.5143 4.1042 -0.6777
80 H -2.2991 0.8589 0.4736
81 H -2.0290 -1.4695 1.6419
82 H -2.2642 -0.2464 2.8623
83 H -3.3044 -1.6326 2.8997
84 H -5.2032 -2.3449 -0.2092
85 H -6.1209 -2.7023 1.2345
86 H -4.3896 -2.9296 1.2489

Atomic partial charges in e from the Löwdin method, atoms 1 to 6: atom 1 (C): -0.217, atom 2 (C): -0.251, atom 3 (C): -0.195, atom 4 (C): -0.190, atom 5 (C): -0.186, atom 6 (C): -0.215